Below is a molecular structure, C18H15BCl4F4N2OV in a non-equilibrium geometry, with properties calculated with wB97M-V/def2-TZVPD.

Each line ends with the Mulliken spin population.
Element x y z (Å)
C (0.019571, -2.418126, 0.146407)  0.080
C (-1.874338, 3.043210, -1.578941)  -0.007
H (-0.934935, -6.115829, 0.901799)  -0.003
C (-0.581877, 2.478714, -1.491538)  -0.076
B (1.172620, 1.960564, 2.924375)  -0.008
F (1.742967, 1.077308, 3.835058)  0.000
O (1.084338, 0.968546, -2.233791)  -0.007
H (3.117485, 0.706709, 2.362257)  -0.012
C (-0.129957, 1.421670, -2.370372)  -0.037
F (0.039203, 2.571050, 3.398253)  0.001
C (-1.224440, -4.054884, 1.431424)  0.027
H (-1.927340, -4.280870, 2.226886)  -0.001
Cl (3.557775, 1.113100, 0.064343)  0.018
H (-3.144080, 4.567611, -0.730304)  0.000
V (0.885263, 0.510415, -0.240475)  2.071
H (0.725585, 4.052348, 1.056746)  0.002
C (-1.231559, 4.492019, 0.228272)  -0.009
F (0.793180, 1.142593, 1.746905)  -0.012
F (2.128379, 2.871024, 2.466846)  0.001
C (-0.669097, -5.087429, 0.690511)  -0.044
Cl (-0.663202, -0.370284, -4.307682)  0.001
C (3.854147, 0.357386, 1.651884)  0.012
H (-3.068938, 1.058184, -4.070443)  -0.001
C (-2.171734, 4.096419, -0.686952)  0.006
H (-1.431691, 5.287726, 0.932187)  0.000
H (1.806905, -3.996745, -2.305798)  0.000
C (0.233263, -4.782465, -0.321718)  0.025
H (4.855731, 0.619392, 1.969243)  0.000
Cl (-4.374973, 3.163030, -2.691354)  0.001
H (1.154036, -2.337857, -2.326495)  -0.002
H (-1.985895, -0.892072, 1.327746)  0.005
H (0.670162, -5.587544, -0.904592)  -0.001
H (-2.179278, -1.971594, 2.729925)  0.000
C (0.584775, -3.476863, -0.606586)  -0.037
C (-1.475456, -1.601673, 1.982928)  0.004
H (-0.684541, -1.047426, 2.491667)  -0.001
C (-0.896603, -2.732205, 1.178730)  -0.040
N (0.313348, 2.845708, -0.537472)  0.047
N (0.366793, -1.127881, -0.094954)  -0.156
Cl (3.734548, -1.407173, 1.565839)  0.004
C (1.563305, -3.127455, -1.693971)  0.021
C (-0.000808, 3.814211, 0.291193)  0.031
C (-2.761786, 2.510840, -2.538034)  0.023
C (-2.380470, 1.477313, -3.350702)  -0.009
H (2.485048, -2.733374, -1.257747)  -0.005
C (-1.095429, 0.942662, -3.261503)  0.088

Forces on atoms 1 to 2 (eV/Å):
-0.1 -0.7 0.3
0.1 0.1 0.0

Calculated values
HOMO level (spin up / spin down)   -4.375 / -4.550 eV
Max |F|   1.431 eV Å⁻¹
Lowest unoccupied orbital energy (spin up / spin down)   0.0862 / 0.0850 hartree
Expectation value of S²   2.12
Net charge   -1
Total energy   -111271.5145 eV
HOMO-LUMO gap (spin up / spin down)   6.72 / 6.86 eV
Energy relative to the best compared isomer or geometry (same formula, charge and spin)   53.4 kJ/mol
Spin multiplicity   3